# 1
Computed, not measured: a 3-piece molecular cluster, C6H8N2O overall, with ωB97M-V with the def2-TZVPD basis set.

As for the relative energy (zero: lowest compared OMol25 entry of this formula, charge and spin): 613.7 kJ/mol. The SMILES is CC#CN.C#CO.C#N.

The geometry in XYZ format:
```
17
Properties=species:S:1:pos:R:3:forces:R:3
C 2.220 0.081 1.228 -0.484 -0.019 0.728
C 0.579 0.140 -0.797 1.909 0.365 1.662
C -2.197 -0.416 -0.885 -1.610 -0.621 0.909
C 1.059 0.128 0.329 0.117 -0.071 -2.799
N 0.437 0.342 -2.152 -0.519 -0.282 -0.408
C -2.547 -0.857 0.197 -0.073 0.389 -1.788
O -2.163 0.076 -2.076 0.635 0.076 -0.044
C -0.585 0.217 1.998 -1.892 -0.453 0.927
N -0.249 0.486 3.069 0.499 0.138 -0.304
H -1.200 0.214 -2.354 -0.201 -0.009 0.117
H 0.758 1.258 -2.443 0.055 -0.019 0.078
H 0.899 -0.382 -2.698 -0.099 0.149 0.148
H 2.195 -0.846 1.804 0.109 0.101 0.052
H 3.152 0.144 0.671 -0.039 -0.041 -0.147
H 2.168 0.907 1.939 0.021 -0.101 0.055
H -1.371 -0.146 1.260 1.361 0.572 0.407
H -3.158 -1.344 0.911 0.210 -0.176 0.406
```
Positions in Å, forces in eV/Å.

# 2
Computed, not measured: a 2-piece molecular cluster, C9H14O overall, with ωB97M-V with the def2-TZVPD basis set.

As for the relative energy (zero: lowest compared OMol25 entry of this formula, charge and spin): 183.8 kJ/mol. The SMILES is Cc1ccccc1.CCO.

The geometry in XYZ format:
```
24
Properties=species:S:1:pos:R:3:forces:R:3
C -2.002 -0.355 -1.471 -2.270 0.673 0.729
C -1.018 -1.239 -2.122 1.715 -0.896 -2.720
O -2.217 0.908 -2.114 0.712 0.433 -0.054
H -3.062 -0.736 -1.504 1.205 -0.504 0.507
H -1.694 -0.147 -0.421 -0.406 -0.210 -0.695
H -1.228 -2.302 -2.194 -0.539 -0.189 0.740
H -1.725 0.936 -2.938 0.078 -0.043 0.028
H 0.014 -1.183 -1.759 -0.262 0.322 0.282
H -0.909 -1.059 -3.243 -0.318 0.374 1.138
C -1.012 0.375 2.435 -1.661 1.147 -0.185
C 0.053 0.257 1.383 2.628 0.350 3.659
C 1.058 -0.659 1.842 -0.410 -0.232 -0.859
C 0.488 1.205 0.480 0.027 0.359 -2.695
C 2.181 -0.954 1.076 -0.971 -0.237 0.343
C 1.528 0.865 -0.423 -0.216 -0.878 2.654
C 2.342 -0.226 -0.071 -0.427 1.708 -2.631
H -0.754 -0.037 3.405 0.334 -0.479 -0.185
H -1.909 -0.148 2.077 -0.039 0.121 0.241
H 0.929 -1.096 2.843 -0.071 -0.194 -0.789
H 0.073 2.190 0.252 -0.832 -0.521 0.478
H 2.769 -1.817 1.317 0.601 0.045 0.213
H 1.773 1.432 -1.305 -0.095 0.297 0.060
H 3.016 -0.308 -0.906 1.063 -1.225 0.471
H -1.329 1.397 2.722 0.153 -0.222 -0.732
```
Positions in Å, forces in eV/Å.

Looking at LUMO for the records above, in order, we have 0.0072 0.0327 Ha.
Looking at energy for the records above, in order, we have -417.949547 -426.502763 Eh.